w) {"formula": "C32H32BrN5O6P2SY", "method": "ωB97M-V with the def2-TZVPD basis set", "homo_lumo_gap_ev": 6.8, "spin_multiplicity": 1, "total_charge": -1, "symbols": ["Y", "O", "C", "O", "C", "C", "C", "C", "C", "N", "C", "O", "O", "H", "H", "H", "C", "C", "N", "N", "C", "N", "S", "C", "C", "C", "C", "C", "N", "H", "H", "H", "H", "H", "H", "H", "H", "H", "C", "P", "C", "C", "C", "C", "C", "C", "C", "P", "C", "C", "H", "H", "H", "H", "H", "H", "H", "H", "H", "H", "H", "H", "H", "H", "H", "H", "Br", "C", "C", "C", "C", "C", "C", "C", "O", "O", "H", "H", "H", "H"], "xyz": [[0.393, 0.364, 0.518], [-3.507, -0.448, 2.453], [-2.321, -0.194, 2.285], [-1.807, 0.306, 1.226], [-1.290, -0.443, 3.407], [-1.504, -1.127, 4.610], [-0.341, -1.505, 5.297], [0.931, -1.158, 4.861], [1.011, -0.436, 3.669], [-0.079, -0.059, 3.025], [2.310, -0.028, 2.962], [3.363, -0.440, 3.426], [2.097, 0.615, 1.865], [-2.506, -1.399, 4.964], [-0.439, -2.089, 6.217], [1.838, -1.391, 5.393], [2.699, 4.516, -0.490], [1.795, 3.445, 0.015], [1.722, 2.274, -0.603], [2.673, 2.031, -1.500], [2.377, 1.115, -2.453], [3.376, 0.851, -3.311], [0.846, 0.393, -2.757], [1.003, 3.656, 1.171], [1.272, 4.711, 2.070], [0.442, 4.837, 3.193], [-0.709, 4.031, 3.319], [-0.902, 3.025, 2.360], [-0.006, 2.770, 1.405], [3.227, 4.145, -1.364], [3.427, 4.757, 0.306], [2.155, 5.456, -0.696], [4.234, 1.383, -3.211], [3.287, 0.231, -4.118], [2.116, 5.392, 1.905], [0.688, 5.578, 3.956], [-1.404, 4.190, 4.128], [-1.745, 2.351, 2.411], [-3.261, -2.259, -0.423], [-1.766, -1.639, -1.305], [-0.879, -3.148, -1.892], [-2.378, -0.857, -2.846], [-2.718, -1.652, -3.947], [-3.040, -1.073, -5.210], [-3.132, 0.313, -5.334], [-2.855, 1.110, -4.193], [-2.430, 0.570, -2.981], [-1.787, 1.749, -1.718], [-1.297, 3.285, -2.549], [-3.332, 2.270, -0.866], [-3.907, -2.851, -1.104], [-3.819, -1.392, -0.049], [-2.897, -2.851, 0.437], [-1.470, -3.749, -2.614], [-0.651, -3.735, -1.001], [0.077, -2.890, -2.343], [-2.799, -2.725, -3.800], [-3.275, -1.756, -6.025], [-3.437, 0.796, -6.242], [-2.987, 2.203, -4.269], [-0.438, 3.032, -3.204], [-0.913, 3.955, -1.764], [-2.133, 3.744, -3.121], [-4.176, 2.316, -1.587], [-3.169, 3.271, -0.418], [-3.566, 1.537, -0.067], [4.394, -7.563, 0.919], [3.658, -5.852, 0.809], [3.127, -5.203, 1.940], [2.357, -4.056, 1.802], [2.242, -3.448, 0.530], [2.810, -4.036, -0.590], [3.492, -5.247, -0.447], [1.501, -2.144, 0.346], [1.938, -1.269, -0.467], [0.396, -1.924, 0.997], [3.351, -5.605, 2.918], [1.824, -3.628, 2.657], [2.745, -3.557, -1.565], [3.881, -5.746, -1.325]]}

x) {"formula": "C32H32BrN5O6P2SY", "method": "ωB97M-V with the def2-TZVPD basis set", "homo_lumo_gap_ev": 7.3, "spin_multiplicity": 1, "total_charge": -1, "symbols": ["Y", "O", "C", "O", "C", "C", "C", "C", "C", "N", "C", "O", "O", "H", "H", "H", "C", "C", "N", "N", "C", "N", "S", "C", "C", "C", "C", "C", "N", "H", "H", "H", "H", "H", "H", "H", "H", "H", "C", "P", "C", "C", "C", "C", "C", "C", "C", "P", "C", "C", "H", "H", "H", "H", "H", "H", "H", "H", "H", "H", "H", "H", "H", "H", "H", "H", "Br", "C", "C", "C", "C", "C", "C", "C", "O", "O", "H", "H", "H", "H"], "xyz": [[1.138, -1.739, -0.567], [1.892, 2.062, 1.350], [1.870, 1.089, 0.631], [0.991, 0.113, 0.560], [3.088, 0.838, -0.322], [4.295, 1.555, -0.501], [5.300, 0.991, -1.284], [5.165, -0.178, -1.988], [3.838, -0.808, -1.914], [2.954, -0.295, -1.017], [3.603, -2.134, -2.517], [4.165, -2.550, -3.583], [2.629, -2.780, -1.899], [4.377, 2.503, -0.107], [6.344, 1.456, -1.360], [5.864, -0.482, -2.777], [-0.659, -6.042, -0.430], [-0.473, -4.574, -0.258], [0.743, -4.105, 0.077], [1.729, -4.910, 0.401], [2.660, -4.266, 1.136], [3.820, -4.974, 1.240], [2.454, -2.765, 1.987], [-1.634, -3.724, -0.349], [-2.980, -4.197, -0.303], [-4.079, -3.346, -0.447], [-3.797, -2.016, -0.695], [-2.493, -1.585, -0.825], [-1.432, -2.424, -0.665], [0.290, -6.539, -0.777], [-1.498, -6.292, -1.068], [-0.778, -6.521, 0.574], [3.830, -5.952, 0.911], [4.544, -4.655, 1.887], [-3.081, -5.282, -0.179], [-5.087, -3.641, -0.375], [-4.563, -1.208, -0.834], [-2.324, -0.549, -1.118], [0.406, 0.976, 4.267], [-1.259, 1.659, 4.268], [-1.524, 1.792, 6.146], [-0.899, 3.402, 3.970], [0.092, 4.024, 4.743], [0.275, 5.428, 4.615], [-0.485, 6.194, 3.692], [-1.467, 5.596, 2.932], [-1.577, 4.186, 2.974], [-2.205, 3.305, 1.525], [-3.965, 3.722, 1.697], [-1.668, 4.458, 0.242], [1.006, 1.117, 3.307], [0.286, -0.123, 4.526], [1.105, 1.439, 5.001], [-2.097, 0.923, 6.467], [-2.202, 2.576, 6.407], [-0.579, 1.886, 6.705], [0.651, 3.519, 5.505], [0.915, 5.965, 5.268], [-0.407, 7.259, 3.670], [-2.137, 6.126, 2.338], [-4.152, 4.785, 1.798], [-4.445, 3.184, 2.524], [-4.456, 3.350, 0.722], [-2.167, 5.351, 0.420], [-1.847, 4.058, -0.786], [-0.542, 4.441, 0.310], [-0.442, -0.927, -9.244], [-0.616, -1.001, -7.391], [0.545, -1.438, -6.679], [0.638, -1.132, -5.330], [-0.495, -0.662, -4.659], [-1.711, -0.422, -5.332], [-1.791, -0.585, -6.707], [-0.410, -0.367, -3.150], [-1.070, 0.563, -2.686], [0.480, -1.092, -2.559], [1.219, -1.984, -7.251], [1.520, -1.365, -4.778], [-2.594, -0.058, -4.796], [-2.635, -0.197, -7.288]]}

The structure with the most favorable energy is w); the runner-up is 2.671 eV above it.

w) {"formula": "C8H16N2O3S2", "method": "ωB97M-V with the def2-TZVPD basis set", "homo_lumo_gap_ev": 8.7, "spin_multiplicity": 1, "total_charge": 0, "symbols": ["C", "C", "C", "C", "C", "C", "C", "C", "H", "H", "H", "H", "H", "H", "H", "H", "H", "H", "H", "H", "H", "H", "H", "H", "N", "N", "O", "O", "O", "S", "S"], "xyz": [[-2.660, -1.347, -0.222], [-1.394, -0.804, 0.521], [-3.789, -0.280, -0.003], [0.628, 0.619, 0.201], [0.097, 1.948, 0.633], [1.758, 0.926, -0.886], [2.480, -0.357, -1.273], [4.712, 0.058, 0.444], [-2.049, -3.146, 0.678], [-3.609, -2.268, 1.326], [-2.539, -1.448, -1.355], [-4.766, -0.698, -0.324], [-4.083, 0.080, 0.935], [-2.407, 1.877, -0.390], [-0.708, -0.511, -1.278], [0.994, 0.274, 1.164], [2.292, 1.783, -0.471], [1.173, 1.390, -1.726], [1.730, -0.983, -1.846], [3.287, -0.077, -2.022], [4.984, 1.061, -0.591], [4.435, 0.506, 1.950], [5.866, -0.948, 0.445], [-1.411, 1.142, 1.531], [-3.064, -2.651, 0.336], [-0.399, -0.314, -0.241], [-1.316, -0.799, 1.722], [0.906, 2.935, 0.430], [-1.014, 2.078, 1.382], [-3.582, 1.212, -1.021], [3.447, -1.258, -0.049]]}

x) {"formula": "C8H16N2O3S2", "method": "ωB97M-V with the def2-TZVPD basis set", "homo_lumo_gap_ev": 9.0, "spin_multiplicity": 1, "total_charge": 0, "smiles": "CSCC[C@H](NC(=O)[C@@H](N)CS)C(=O)O", "symbols": ["C", "S", "C", "C", "C", "N", "C", "O", "C", "N", "C", "S", "C", "O", "O", "H", "H", "H", "H", "H", "H", "H", "H", "H", "H", "H", "H", "H", "H", "H", "H"], "xyz": [[-1.580, -2.890, -0.084], [-3.282, -1.968, -0.316], [-3.057, -0.643, 0.965], [-1.691, 0.054, 1.268], [-1.277, 0.680, -0.018], [0.195, 1.244, 0.105], [1.164, 0.326, -0.009], [1.157, -0.893, -0.130], [2.645, 0.851, 0.111], [2.743, 1.900, 1.152], [3.549, -0.315, 0.622], [4.209, -1.316, -0.782], [-2.114, 1.878, -0.494], [-3.260, 2.086, -0.230], [-1.313, 2.806, -1.278], [-1.548, -3.427, -1.004], [-1.522, -3.625, 0.803], [-0.813, -2.040, -0.059], [-3.827, 0.117, 0.706], [-3.288, -1.301, 1.836], [-1.375, 0.811, 2.090], [-0.973, -0.773, 1.511], [-1.379, -0.139, -0.709], [0.393, 2.218, -0.150], [3.171, 1.217, -0.858], [3.813, 2.193, 1.347], [2.356, 1.406, 2.132], [3.125, -0.837, 1.445], [4.492, 0.130, 1.034], [5.439, -0.564, -0.748], [-1.967, 3.511, -1.658]]}

The structure with the most favorable energy is x); the runner-up is 4.829 eV above it.